# 1
23
Properties=species:S:1:pos:R:3 method="wB97M-V/def2-TZVPD" homo_energy_ev=-8.91 relative_energy_ev=2.931 smiles="CC(C)(O)[C@@]12C=CC=C[C@@H]1O2" lumo_ev=0.496
C -0.04700 0.07577 2.41250
C -0.69463 0.42561 1.05242
C -2.03765 -0.16591 0.73522
O -0.94663 1.81318 1.16010
C 0.36449 0.20884 -0.05986
C 1.12674 -1.01561 -0.04497
C 1.74107 -1.45690 -1.22215
C 1.30058 -0.91354 -2.50268
C 0.49855 0.13868 -2.56416
C 0.18141 0.92051 -1.34718
O 1.18209 1.24800 -0.45009
H -0.61618 0.37747 3.24621
H 0.94990 0.55492 2.45780
H 0.01213 -0.97404 2.50984
H -2.61343 0.16290 1.57414
H -2.41750 0.32190 -0.05786
H -2.29243 -1.21277 0.67648
H -0.19465 2.24592 0.78074
H 1.18529 -1.44057 0.91545
H 2.27914 -2.36764 -1.02373
H 1.58624 -1.29264 -3.45848
H 0.03383 0.58733 -3.42282
H -0.58136 1.75859 -1.36692

---

# 2
23
Properties=species:S:1:pos:R:3 method="wB97M-V/def2-TZVPD" homo_energy_ev=-9.75 relative_energy_ev=1.086 smiles="O=C[C@@H]1C[C@H]2CC[C@]1(C=O)C2" lumo_ev=0.583
O 3.29030 0.72725 -0.91169
C 2.24203 0.90309 -0.32391
C 1.21088 -0.20151 -0.16985
C 0.44956 -0.48625 -1.49757
C -1.02605 -0.14652 -1.17844
C -1.58683 -1.22301 -0.26153
C -0.83438 -0.95224 1.03628
C 0.03373 0.24414 0.73499
C 0.47415 0.96607 2.02585
O 0.38513 2.18160 2.13831
C -0.89344 0.97386 -0.19916
H 1.86918 1.90752 -0.30084
H 1.68160 -1.09943 0.23428
H 0.64758 -1.54574 -1.79387
H 0.79113 0.15000 -2.32606
H -1.61887 0.07470 -2.05287
H -1.33007 -2.22546 -0.57743
H -2.65373 -1.08872 -0.13515
H -1.53986 -0.75452 1.86931
H -0.25837 -1.85003 1.29764
H 0.88425 0.33265 2.81629
H -1.86546 1.29087 0.18635
H -0.35245 1.82166 -0.61089

---

# 3
24
Properties=species:S:1:pos:R:3 method="wB97M-V/def2-TZVPD" homo_energy_ev=-9.20 relative_energy_ev=3.870 smiles="CC(=O)[C@]1(O)C(C)=C[C@@]2(C)O[C@@H]12" lumo_ev=0.753
C 3.06268 -0.96388 -0.09780
C 1.92608 -0.43631 0.78855
O 2.14318 0.03418 1.87656
C 0.53504 -0.57967 -0.04311
O 0.88664 -1.16997 -1.28346
C 0.09671 0.80849 -0.32161
C 1.03522 1.91923 -0.57904
C -1.20308 1.10687 -0.10414
C -2.00939 -0.10526 0.18002
C -3.30229 -0.06029 0.87550
O -1.86955 -1.07045 -0.85798
C -1.07063 -1.21792 0.24354
H 2.86580 -0.83789 -1.13105
H 2.99931 -2.01349 0.10818
H 4.09392 -0.55703 0.10602
H 0.02792 -1.56234 -1.64874
H 1.60087 2.30991 0.14392
H 0.43262 2.82737 -0.82909
H 1.75763 1.65868 -1.35014
H -1.64444 2.10289 -0.09839
H -3.77726 0.94693 0.83900
H -3.16202 -0.39194 1.89194
H -4.17401 -0.61208 0.39959
H -1.25095 -2.13604 0.89170

---

# 4
24
Properties=species:S:1:pos:R:3 method="wB97M-V/def2-TZVPD" homo_energy_ev=-8.93 relative_energy_ev=3.075 smiles="CCC(=O)C1=C(O)CCCC1=O" lumo_ev=0.171
C -0.68051 -1.06364 -3.71760
C -1.16692 -0.83121 -2.16357
C -0.32250 0.19998 -1.54956
O 0.61294 0.70252 -2.26085
C -0.10429 0.42080 -0.09684
C 1.20920 0.35181 0.48059
O 2.28315 0.36184 -0.21870
C 1.50438 0.53259 1.93957
C 0.43773 0.14870 2.84381
C -0.90789 0.73795 2.37871
C -1.20645 0.46779 0.94339
O -2.39534 0.38474 0.51186
H 0.49380 -0.92473 -3.71767
H -1.16618 -0.22430 -4.29860
H -0.75310 -2.15070 -4.27458
H -2.35559 -0.51003 -2.13179
H -1.15928 -1.72548 -1.44348
H 3.20426 0.03198 0.20376
H 1.70427 1.60490 2.09448
H 2.54969 0.08215 2.23355
H 0.23673 -1.02357 2.66223
H 0.58535 0.28596 3.92057
H -1.71968 0.32860 3.10391
H -0.88378 1.81135 2.55681

---

# 5
25
Properties=species:S:1:pos:R:3 method="wB97M-V/def2-TZVPD" homo_energy_ev="-13.13 / -13.02" relative_energy_ev=3.108 lumo_ev="-7.194 / -6.265" total_charge=+1
C -4.34148 -1.00305 -0.08701
C -4.19023 0.38554 -0.21264
C -3.17160 -1.82520 -0.16460
C -2.93033 0.94824 -0.35466
C -1.88770 -1.25363 -0.22551
C -1.79497 0.12458 -0.29949
C 3.18003 -2.03439 0.69669
C 2.60554 -1.06369 0.02240
C 2.03178 0.12215 0.75177
O 0.68015 0.23061 0.67190
P -0.21412 1.10009 -0.29508
S 2.31159 3.17789 0.24678
S 0.28617 0.92767 -2.34675
H -5.27691 -1.45614 -0.10969
H -5.05828 1.03089 -0.35997
H -3.25258 -2.86203 -0.03817
H -2.75270 2.01770 -0.51481
H -1.02122 -1.86698 0.19972
H 3.56837 -2.83756 0.15048
H 3.32626 -2.17110 1.71574
H 2.36764 -0.99590 -0.98690
H 2.53988 1.16321 0.33672
H 2.27553 0.09307 1.88053
H 2.86225 3.42064 -0.96491
H -0.54519 -0.19827 -2.47475

---

# 6
23
Properties=species:S:1:pos:R:3 method="wB97M-V/def2-TZVPD" homo_energy_ev=-8.26 relative_energy_ev=2.358 smiles="C=C(OC)[C@H](C)c1cccs1" lumo_ev=0.851
C -1.83452 1.17514 -0.59641
C -1.09120 0.16908 -0.24676
O -1.05833 -0.60566 0.83316
C -1.94549 -0.39637 1.92677
C 0.31477 -0.26684 -1.30640
C 0.11464 -1.77226 -1.47672
C 1.48645 0.01606 -0.46696
C 1.97789 1.25476 -0.10820
C 3.07097 1.19580 0.73013
C 3.49861 -0.06219 1.06503
S 2.42071 -1.23555 0.30974
H -2.56962 1.52879 0.10245
H -1.82936 1.69135 -1.49594
H -1.86548 -1.38453 2.30823
H -2.95650 -0.29088 1.57054
H -1.79848 0.45301 2.61863
H 0.21748 0.35427 -2.24280
H 0.23642 -1.98101 -0.38391
H 0.91216 -2.18502 -2.13464
H -0.74506 -2.16210 -1.90788
H 1.61482 2.25890 -0.42918
H 3.44789 2.02030 1.15410
H 4.40745 -0.23228 1.70320

---

# 7
22
Properties=species:S:1:pos:R:3 method="wB97M-V/def2-TZVPD" homo_energy_ev=-8.34 relative_energy_ev=1.116 smiles="[SeH]c1ccccc1.C=CC" lumo_ev=0.559
Se 0.23992 -2.66131 0.83853
C 1.22421 -1.12898 0.40693
C 1.12534 0.04832 1.12033
C 2.02139 1.08292 0.93591
C 2.94413 1.03745 -0.05724
C 2.98392 -0.02201 -0.94461
C 2.16553 -1.07663 -0.66619
H 1.18126 -3.75884 0.24108
H 0.31780 0.22831 1.85010
H 1.93678 2.01688 1.55364
H 3.56525 1.89249 -0.16883
H 3.73913 -0.13519 -1.75071
H 2.35341 -1.95998 -1.25122
C -2.01549 1.36733 -0.77756
C -2.40179 0.17077 -0.31557
C -3.79000 -0.02955 0.14398
H -2.53051 2.30699 -0.70770
H -1.00289 1.67942 -0.93354
H -1.76183 -0.68272 -0.64570
H -4.20040 0.89984 0.65164
H -4.57260 -0.47015 -0.49685
H -3.52256 -0.80535 0.97356

---

# 8
22
Properties=species:S:1:pos:R:3 method="wB97M-V/def2-TZVPD" homo_energy_ev=-8.69 relative_energy_ev=1.482 lumo_ev=0.846
C -1.91241 0.69013 -2.75068
C -1.89682 -0.68475 -2.61582
C -1.45720 1.53436 -1.76242
C -1.37494 -1.20600 -1.43193
C -0.91030 0.98130 -0.63607
C -0.87641 -0.40513 -0.45246
C -0.17782 1.85186 0.46680
C 0.99668 1.06045 1.06113
C 1.76250 -2.07572 1.34925
Si 0.49411 -0.72509 1.47190
H -2.47343 0.93314 -3.62873
H -2.24061 -1.31859 -3.47053
H -1.65864 2.56950 -1.86625
H -1.12358 -2.17600 -1.27408
H 0.20767 2.74435 0.10519
H -0.87613 2.11534 1.12123
H 1.83196 1.03162 0.33755
H 1.23225 1.63857 1.98775
H 2.04944 -2.36981 2.42492
H 1.39098 -2.92847 0.84111
H 2.69182 -1.66532 0.95826
H -0.27138 -0.61206 2.60315

---

# 9
47
Properties=species:S:1:pos:R:3 method="wB97M-V/def2-TZVPD" homo_energy_ev=-6.30 lumo_ev=1.937 total_charge=-1
C 1.35192 -1.20535 -2.94507
C -0.09931 -1.42242 -3.39059
C -1.03945 -1.16445 -2.23559
O -0.92371 0.17937 -1.77787
P -2.36390 0.79459 -1.18934
C -2.39895 0.50882 0.63649
C -1.21322 -0.27804 1.18402
C -0.28900 0.55961 2.07533
F -0.35831 1.87004 1.84860
F -0.73678 0.39020 3.33794
C 1.16732 0.04911 2.12097
F 1.07716 -1.24850 2.42318
F 1.80383 0.61527 3.14786
C 1.96307 0.14717 0.77476
F 1.23996 0.87019 -0.07992
F 2.04739 -1.04117 0.22378
C 3.34431 0.85312 0.82957
F 3.32081 1.96526 1.48052
F 3.62737 1.19025 -0.41557
S 4.80143 -0.19763 1.41081
F 3.87107 -1.17938 2.18829
F 4.76879 -1.05977 0.10920
F 5.80147 0.79585 0.68201
F 4.95832 0.69701 2.70004
F 6.03525 -1.03344 1.90003
O -2.18047 2.44074 -1.29725
B -2.05689 2.85695 -2.61164
O -0.84783 3.39209 -3.01309
O -3.08791 2.81663 -3.50677
H 1.46938 -0.19872 -2.56291
H 2.04430 -1.42358 -3.75444
H 1.55768 -1.93769 -2.16791
H -0.21727 -2.47881 -3.63059
H -0.36286 -0.81981 -4.25671
H -0.78139 -1.85308 -1.42722
H -2.07439 -1.37086 -2.51943
H -2.59333 1.44182 1.15646
H -3.28507 -0.10643 0.80492
H -0.58055 -0.70111 0.40529
H -1.50560 -1.11866 1.80257
H -0.16032 2.76878 -2.73041
H -2.87441 2.25084 -4.25879
F -3.71708 -2.61518 2.62512
Al -4.84844 -1.52589 3.31259
F -4.40285 -1.17721 4.91962
F -6.40742 -2.21446 3.28237
F -4.84412 -0.08207 2.38878

---

# 10
26
Properties=species:S:1:pos:R:3 method="wB97M-V/def2-TZVPD" homo_energy_ev="1.40 / 1.40" lumo_ev="5.540 / 5.540" total_charge=-2
C 0.96008 -1.30274 -1.98936
C -0.46293 -1.23313 -2.26356
C -1.15969 -1.94212 -1.19512
C -0.15260 -2.44799 -0.27013
C 1.14945 -2.04907 -0.76466
Pb -0.24103 0.09803 -0.12459
C -1.57131 1.66738 -1.07767
C -0.38200 2.02187 -1.65140
C 0.54853 2.57952 -2.38765
N 1.56650 1.13357 0.18087
H -2.24703 -2.04682 -1.09335
H -0.93468 -0.70330 -3.09961
H -0.35838 -2.99283 0.66122
H 2.11032 -2.24078 -0.27114
H 1.74505 -0.83843 -2.59756
H -2.24320 0.95901 -1.59030
H 2.45598 1.68266 0.19790
H -1.90729 2.11640 -0.12530
H 0.32753 3.37965 -3.10776
H 1.59642 2.25491 -2.32269
B -0.09329 -0.01773 4.65077
C -0.20741 0.01839 3.16525
N -0.32729 -0.00194 2.00094
H -1.09055 0.49971 5.13155
H 0.91484 0.59794 4.95768
H 0.00400 -1.19216 4.98567

---

# 11
29
Properties=species:S:1:pos:R:3 method="wB97M-V/def2-TZVPD" homo_energy_ev=-10.43 smiles="NC1=C(CCCCO)C(=O)OC1=O.ClCCl" lumo_ev=-1.705
N 2.38894 0.67915 1.52015
C 1.47236 -0.01736 0.53877
C 0.53361 0.50768 -0.49045
C 0.38768 2.16096 -0.69128
C -0.56001 2.65366 0.59558
C -2.15918 2.37550 0.33707
C -2.72462 0.97245 0.97967
O -4.21513 1.01501 0.81042
C -0.26900 -0.69504 -1.26257
O -1.42312 -0.57041 -1.97477
O 0.52102 -1.90556 -0.94893
C 1.18048 -1.64915 0.34101
O 1.52782 -2.45451 1.35146
H 1.84984 1.37021 2.09607
H 3.18566 1.17749 1.04539
H -0.12630 2.41232 -1.73730
H 1.43286 2.70934 -0.58236
H -0.32538 3.78659 0.79605
H -0.18959 2.01845 1.52307
H -2.73812 3.25201 0.90404
H -2.45346 2.43815 -0.79926
H -2.37633 0.00078 0.42774
H -2.52394 0.84390 2.12745
H -4.31602 0.99846 -0.20624
Cl 3.93900 -4.83558 -0.68330
C 2.27085 -4.75809 -1.26324
Cl 2.12595 -5.46063 -2.87896
H 1.62887 -5.31318 -0.57500
H 1.95524 -3.71261 -1.30028

---

# 12
26
Properties=species:S:1:pos:R:3 method="wB97M-V/def2-TZVPD" homo_energy_ev=-8.54 relative_energy_ev=0.000 smiles="Cc1ccc(O)cc1.C=NP(C)Cl" lumo_ev=0.616
C -0.31455 -0.68927 -4.88599
C -0.18279 -0.15959 -3.47542
C 0.59366 -0.85967 -2.57317
C 0.72751 -0.34058 -1.29462
C 0.02562 0.73060 -0.84406
O 0.35916 1.15955 0.42758
C -0.79830 1.41921 -1.75359
C -0.80671 1.01481 -3.04587
H -1.22170 -1.19967 -4.97553
H -0.38161 0.00296 -5.71016
H 0.52411 -1.39780 -5.15643
H 1.16702 -1.65507 -2.77683
H 1.51623 -0.70768 -0.61065
H -0.00426 2.05137 0.63008
H -1.32677 2.26500 -1.57849
H -1.36434 1.58458 -3.83106
C 0.98919 -1.24442 2.40002
N 0.78753 -0.70956 3.53287
P -0.32337 0.53795 3.90890
C -0.15371 0.36828 5.78213
Cl -2.10134 -0.36478 3.46234
H 0.40414 -1.15345 1.48088
H 1.87229 -1.72643 2.32401
H -0.66808 1.04975 6.53362
H -0.27634 -0.61850 6.18553
H 0.95742 0.64241 5.84392

---

no.,calculated total energy (a.u.)
1,-500.51370
2,-500.58148
3,-575.72224
4,-575.75147
5,-1562.71095
6,-823.45022
7,-2751.47658
8,-639.55762
9,-3356.77354
10,-677.54837
11,-1626.59637
12,-1282.24845